[1]
Density functional theory data (wB97M-V/def2-TZVPD) for a cluster of 2 separate species, C31H37N2O4 in total in a non-equilibrium geometry.

**HOMO level**: -9.28 eV
**Multiplicity**: 1
**Total charge**: +1

Atoms and positions in Å:
1 H 1.858 -7.401 2.989
2 C 2.194 -8.479 2.788
3 H 1.863 -9.030 3.683
4 C 1.541 -9.133 1.604
5 C 0.063 -9.287 1.529
6 O -0.531 -9.903 0.656
7 O -0.531 -8.680 2.566
8 C -1.969 -8.720 2.434
9 C -2.488 -7.951 3.612
10 C 2.211 -9.879 0.696
11 N 3.578 -9.993 0.754
12 C 4.303 -9.384 1.749
13 C 3.683 -8.634 2.688
14 C 4.567 -8.199 3.802
15 O 5.776 -8.360 3.844
16 O 3.841 -7.622 4.771
17 C 4.691 -7.096 5.813
18 C 3.758 -6.440 6.787
19 H -2.252 -8.251 1.483
20 H -2.307 -9.765 2.442
21 H -3.574 -7.910 3.579
22 H -2.190 -8.429 4.549
23 H -2.105 -6.927 3.604
24 H 1.724 -10.442 -0.104
25 H 4.061 -10.540 0.047
26 H 5.380 -9.567 1.730
27 H 5.252 -7.921 6.272
28 H 5.393 -6.379 5.368
29 H 4.329 -5.988 7.596
30 H 3.166 -5.660 6.301
31 H 3.074 -7.175 7.221
32 C 2.271 -2.473 6.570
33 C 2.715 -1.066 6.179
34 C 4.147 -0.805 6.663
35 C 2.650 -0.822 4.671
36 C 1.760 -0.117 6.859
37 N 2.193 0.801 7.731
38 C 1.148 1.587 8.190
39 C -0.031 1.157 7.554
40 C -1.174 1.927 7.770
41 C -1.135 2.984 8.697
42 C 0.056 3.350 9.348
43 C 1.238 2.650 9.074
44 C 0.346 -0.008 6.707
45 C -0.444 -0.827 5.896
46 C -1.876 -0.665 5.838
47 C -2.670 -0.622 7.016
48 C -4.039 -0.401 6.945
49 C -4.663 -0.167 5.711
50 C -6.133 0.122 5.656
51 C -3.891 -0.210 4.542
52 C -2.534 -0.493 4.593
53 H 1.232 -2.660 6.282
54 H 2.914 -3.236 6.110
55 H 2.329 -2.578 7.663
56 H 4.483 0.206 6.396
57 H 4.247 -0.960 7.746
58 H 4.825 -1.512 6.169
59 H 2.951 0.213 4.457
60 H 3.340 -1.497 4.145
61 H 1.643 -0.961 4.268
62 H 3.152 0.935 8.039
63 H -2.090 1.720 7.222
64 H -2.048 3.538 8.921
65 H 0.067 4.181 10.055
66 H 2.200 2.901 9.521
67 H 0.033 -1.533 5.223
68 H -2.181 -0.732 7.989
69 H -4.635 -0.377 7.860
70 H -6.476 0.199 4.621
71 H -6.714 -0.666 6.149
72 H -6.385 1.060 6.166
73 H -4.375 -0.016 3.582
74 H -1.929 -0.513 3.681

Forces on the atoms, in the same order (eV/Å):
H 0.5 -1.4 -0.6
C -0.5 0.7 0.7
H 0.0 0.3 0.0
C -0.6 -0.9 -0.8
C 0.8 -0.4 -0.8
O 0.3 0.7 0.8
O -0.6 -0.2 -0.7
C -0.1 0.1 0.3
C -0.2 0.1 0.3
C 0.1 0.4 0.3
N 0.5 -0.4 -0.7
C -0.5 0.2 0.0
C 1.3 -0.4 0.2
C 0.1 -0.6 -1.2
O -0.9 0.4 0.2
O 0.9 0.2 0.2
C -0.3 0.0 0.1
C -0.2 0.1 0.3
H 0.1 -0.2 0.2
H 0.1 0.3 -0.1
H -0.1 0.0 0.0
H 0.0 0.1 -0.1
H 0.0 -0.1 0.0
H 0.0 0.3 0.4
H -0.3 0.3 0.4
H -0.4 0.2 0.2
H -0.1 0.3 -0.2
H -0.1 -0.3 0.1
H 0.0 0.1 0.1
H 0.0 -0.1 0.0
H 0.0 0.1 -0.1
C 0.0 -0.5 0.2
C 0.0 0.3 0.3
C 0.1 -0.2 -0.1
C 0.1 0.2 -0.4
C 1.5 0.2 0.3
N 0.0 -1.0 -0.7
C -0.9 0.4 0.2
C 0.1 0.5 0.3
C -0.2 0.2 0.3
C 0.3 -0.1 -0.2
C 0.1 -0.4 -0.2
C -0.3 0.1 0.0
C -1.3 -0.2 -0.4
C 0.8 1.6 0.9
C -1.5 0.0 0.0
C 0.3 0.1 -0.3
C 0.3 0.0 -0.1
C 0.2 -0.1 0.0
C -0.3 0.0 -0.1
C -0.1 0.0 0.1
C 0.6 -0.1 0.4
H 0.4 -0.1 0.1
H -0.1 0.3 0.1
H 0.0 -0.1 -0.3
H 0.0 -0.2 0.1
H 0.0 0.0 -0.2
H -0.1 0.2 0.1
H 0.0 -0.3 -0.1
H -0.2 0.2 0.2
H 0.3 0.0 0.0
H -0.2 -0.3 -0.3
H 0.2 0.1 0.3
H 0.3 -0.1 -0.2
H 0.0 -0.3 -0.2
H -0.3 0.1 0.0
H -0.1 0.1 0.1
H -0.2 -0.1 -0.3
H 0.2 0.0 -0.3
H 0.0 0.0 0.2
H 0.2 0.1 -0.1
H 0.2 -0.1 -0.1
H 0.2 -0.1 0.3
H -0.3 0.0 0.2

Atomic partial charges in e from the Löwdin method, atoms 1 to 8: atom 1 (H): 0.145, atom 2 (C): -0.095, atom 3 (H): 0.128, atom 4 (C): -0.109, atom 5 (C): -0.463, atom 6 (O): 0.079, atom 7 (O): -0.007, atom 8 (C): -0.222

***

[2]
Density functional theory data (wB97M-V/def2-TZVPD) for a structure of composition C17H15IrN2O5S3Sb in a non-equilibrium geometry.

**HOMO level (spin up / spin down)**: -4.07 / -5.01 eV
**Multiplicity**: 5
**Total charge**: -1

Atoms and positions in Å:
1 Ir 0.442 -0.444 -1.118
2 C 2.595 -3.921 -2.342
3 O 3.582 -3.877 -1.307
4 C 3.212 -3.415 -0.078
5 C 3.740 -4.080 1.008
6 C 3.425 -3.704 2.313
7 C 2.554 -2.664 2.520
8 C 2.010 -1.945 1.444
9 C 1.173 -0.818 1.752
10 N 0.514 -0.099 0.910
11 N -0.131 0.988 1.395
12 C -0.254 1.942 0.480
13 O 0.265 1.922 -0.669
14 C -1.076 3.118 0.891
15 C -1.442 3.326 2.220
16 C -2.197 4.435 2.564
17 C -2.595 5.341 1.588
18 C -2.244 5.128 0.263
19 C -1.482 4.022 -0.085
20 C 2.388 -2.265 0.112
21 O 2.075 -1.532 -0.933
22 H 2.923 -4.702 -3.028
23 H 2.509 -2.974 -2.866
24 H 1.617 -4.185 -1.937
25 H 4.396 -4.920 0.814
26 H 3.856 -4.238 3.150
27 H 2.263 -2.372 3.523
28 H 1.116 -0.502 2.791
29 H -1.128 2.604 2.959
30 H -2.474 4.601 3.598
31 H -3.178 6.211 1.869
32 H -2.564 5.831 -0.496
33 H -1.198 3.829 -1.112
34 S -1.879 -3.253 -2.388
35 Sb -1.388 -1.422 -4.205
36 S -0.880 -2.810 -0.757
37 S 0.752 -0.791 -3.492
38 C -3.646 1.238 -1.402
39 C -2.258 0.924 -1.949
40 O -1.587 0.127 -1.192
41 O -1.887 1.433 -3.006
42 H -4.178 0.301 -1.234
43 H -4.181 1.852 -2.122
44 H -3.557 1.758 -0.448

Forces on the atoms, in the same order (eV/Å):
Ir -0.4 -0.1 -0.1
C 0.0 0.0 0.0
O 0.1 0.2 0.0
C -0.1 0.2 -0.1
C -0.1 -0.1 0.1
C 0.1 0.0 0.0
C -0.2 0.1 0.0
C 0.2 -0.3 -0.6
C -0.2 0.4 0.1
N 0.3 -0.4 -0.3
N -0.5 0.6 0.4
C 0.3 -0.5 0.2
O 0.1 -0.1 -0.1
C 0.0 0.2 0.1
C 0.0 0.0 -0.1
C 0.0 0.0 0.1
C 0.0 0.0 0.0
C 0.0 0.1 0.0
C 0.0 -0.1 -0.1
C 0.1 -0.2 0.7
O -0.1 0.2 -0.6
H 0.0 0.0 0.0
H 0.0 0.0 0.0
H 0.0 0.0 0.0
H 0.0 0.0 0.0
H 0.0 0.0 0.0
H 0.1 0.0 0.0
H 0.0 0.0 0.0
H 0.0 0.0 0.0
H 0.0 0.0 0.0
H 0.0 0.0 0.0
H 0.0 0.0 0.0
H 0.0 0.0 0.0
S 0.1 0.0 -0.1
Sb 0.4 0.1 0.4
S 0.0 0.1 -0.2
S -0.6 -0.1 0.1
C 0.2 -0.2 -0.1
C 0.0 0.8 -0.6
O 0.5 -0.6 0.3
O -0.1 -0.3 0.4
H -0.1 0.0 0.1
H 0.0 0.0 0.0
H 0.0 0.0 0.0

Atomic partial charges in e from the Löwdin method, atoms 1 to 8: atom 1 (Ir): 1.098, atom 2 (C): -0.067, atom 3 (O): -0.085, atom 4 (C): -0.220, atom 5 (C): -0.014, atom 6 (C): -0.102, atom 7 (C): -0.067, atom 8 (C): -0.152

***

[3]
Density functional theory data (wB97M-V/def2-TZVPD) for a cluster of 3 separate species, C2H10O2S in total.

**HOMO level**: -8.97 eV
**SMILES string**: CCS.O.O
**Multiplicity**: 1
**Total charge**: 0

Atoms and positions in Å:
1 C 0.242 -1.142 1.258
2 C -0.856 -1.743 0.398
3 S -0.346 -2.034 -1.334
4 H 0.133 -1.376 2.314
5 H 0.272 -0.073 1.056
6 H 1.214 -1.529 0.951
7 H -1.294 -2.650 0.819
8 H -1.737 -1.099 0.283
9 H 0.354 -0.920 -1.506
10 H -0.337 2.050 -2.083
11 H -1.483 1.730 -1.145
12 O -0.969 2.475 -1.495
13 H 1.860 1.897 0.895
14 H 1.587 2.584 -0.484
15 O 1.361 1.830 0.071

Forces on the atoms, in the same order (eV/Å):
C 0.2 0.0 -0.4
C -0.8 0.3 -0.3
S -0.1 -0.8 0.1
H -0.2 0.2 0.1
H 0.1 0.1 0.4
H 0.0 -0.2 0.0
H 0.5 -0.3 -0.3
H 0.3 0.2 0.5
H 0.1 0.4 0.2
H 0.0 0.0 0.0
H 0.2 0.3 0.0
O -0.3 -0.3 -0.1
H 0.0 0.2 -0.3
H 0.0 0.1 0.3
O 0.1 -0.3 0.1

Atomic partial charges in e from the Löwdin method, atoms 1 to 8: atom 1 (C): -0.176, atom 2 (C): -0.615, atom 3 (S): 0.671, atom 4 (H): 0.069, atom 5 (H): 0.042, atom 6 (H): 0.064, atom 7 (H): 0.063, atom 8 (H): 0.048